C4H11N2S | ωB97M-V with the def2-TZVPD basis set

Largest force on an atom in Eh/bohr: 0.082
DFT total energy in Eh: -666.676144
SMILES: CNC[C@H](N)C[S-]

```
! wB97M-V def2-TZVPD RIJCOSX def2/J DEFGRID3
* xyz -1 1
N -0.829 -0.693 1.661
C -0.184 -0.537 0.297
C 0.709 -1.738 0.186
S -0.190 -3.453 -0.395
C 0.732 0.740 0.265
N 0.022 1.987 -0.158
C -0.528 1.729 -1.553
H -1.487 -1.519 1.638
H -0.115 -1.000 2.261
H -0.932 -0.510 -0.419
H 1.487 -1.442 -0.495
H 1.197 -1.894 1.136
H 1.654 0.737 -0.331
H 1.198 0.951 1.304
H -0.871 1.960 0.390
H 0.352 1.579 -2.290
H -1.309 2.405 -1.866
H -0.905 0.700 -1.631
*
```